Record 1
91
Properties=species:S:1:pos:R:3:forces:R:3:lowdin_charge:R:1 method="wB97M-V/def2-TZVPD" charge=+1 total_energy_ha=-6779.103505 relative_energy_ev=0.000
Pb 0.74757 -1.28816 -1.53317 0.20 -0.07 0.24 0.931
S -1.43018 -0.93896 -2.79861 -0.13 -0.04 -0.08 0.470
C -2.56174 -1.42595 -1.51832 0.02 0.07 -0.09 -0.751
N -3.85335 -1.32927 -1.66195 0.06 -0.03 0.14 0.066
N -4.34568 -0.83956 -2.75229 -0.21 0.05 -0.08 0.007
C -5.74409 -0.71877 -2.93754 0.24 0.00 0.00 -0.225
C -6.19443 -0.23328 -4.15695 -0.02 0.02 -0.05 -0.032
C -7.55604 -0.09595 -4.37505 0.02 -0.01 -0.01 -0.079
C -8.46063 -0.44359 -3.38240 0.01 0.01 0.01 -0.085
C -7.99418 -0.93076 -2.16845 0.00 0.00 -0.01 -0.074
C -6.63569 -1.07151 -1.93543 -0.03 -0.04 0.06 -0.026
N -2.22173 -1.98630 -0.31181 -0.08 0.00 -0.04 0.052
N -1.01441 -2.13113 -0.03437 0.06 -0.09 0.09 -0.111
C -0.73434 -2.77120 1.21960 0.01 0.06 -0.09 -0.264
C -1.74080 -3.22830 2.06572 -0.05 0.06 -0.02 -0.014
C -1.39850 -3.83101 3.26199 0.02 -0.01 0.01 -0.057
C -0.06336 -3.99103 3.61813 -0.01 0.00 -0.04 -0.079
C 0.93558 -3.54101 2.77038 0.00 0.02 0.01 -0.069
C 0.59920 -2.93055 1.57210 0.03 0.00 -0.05 -0.072
H -3.72474 -0.53365 -3.49690 -0.01 -0.02 0.01 0.084
H -5.48368 0.03058 -4.93244 -0.02 0.00 0.01 0.113
H -7.90887 0.27889 -5.32652 0.00 0.00 0.01 0.108
H -9.52291 -0.33536 -3.55320 0.00 -0.01 0.00 0.105
H -8.69543 -1.20712 -1.39220 0.00 0.00 0.00 0.108
H -6.26273 -1.45277 -0.99551 -0.02 0.01 -0.01 0.106
H -2.77474 -3.10197 1.77810 0.01 -0.01 0.02 0.110
H -2.17881 -4.18338 3.92387 0.00 0.01 -0.01 0.112
H 0.19441 -4.47062 4.55342 -0.01 0.01 0.00 0.107
H 1.97675 -3.65779 3.04037 -0.01 -0.01 -0.01 0.114
H 1.38942 -2.58095 0.91518 0.00 -0.02 0.02 0.059
C -0.39530 -2.61532 9.83543 0.00 0.04 -0.04 -0.048
C -0.38527 -1.70626 8.63478 0.01 -0.04 0.03 -0.277
C 0.06714 -2.13948 7.39587 -0.01 0.01 0.00 -0.034
C 0.08538 -1.30974 6.28065 0.01 -0.04 -0.01 -0.007
C -0.36877 -0.00436 6.40371 -0.01 0.00 -0.03 -0.217
N -0.37867 0.92826 5.33378 0.00 0.00 -0.01 0.141
C -0.24076 0.65375 4.00733 -0.07 -0.03 0.02 -0.477
O -0.03423 -0.44663 3.53973 0.03 0.01 0.04 0.074
N -0.36646 1.78580 3.19891 0.05 0.04 -0.02 0.142
C -0.31552 1.79304 1.80725 -0.04 0.02 0.07 -0.180
C -0.76881 2.91841 1.12330 -0.02 0.06 0.00 0.017
C -0.74118 2.94494 -0.25673 -0.01 0.04 0.01 -0.042
C -0.26709 1.84085 -0.93809 0.05 -0.02 0.01 -0.181
N 0.18314 0.76946 -0.28644 -0.05 -0.03 -0.03 -0.085
C 0.17381 0.73101 1.04841 0.07 -0.07 -0.09 -0.074
C -0.82789 0.44962 7.63689 0.01 0.01 0.03 -0.028
C -0.83084 -0.39021 8.73413 -0.01 0.01 0.01 -0.041
H -0.04846 -3.61434 9.57569 0.00 0.00 0.00 0.074
H -1.39977 -2.70401 10.25183 0.00 0.00 0.00 0.083
H 0.25181 -2.22901 10.62455 0.00 0.00 -0.01 0.084
H 0.42387 -3.15791 7.29123 0.00 0.01 0.00 0.109
H 0.43826 -1.67604 5.32937 -0.01 0.01 0.05 0.087
H -0.57474 1.87664 5.60662 0.01 0.00 -0.01 0.140
H -0.66476 2.64675 3.62622 0.00 0.00 -0.01 0.143
H -1.15442 3.76777 1.67614 0.00 -0.01 -0.01 0.125
H -1.10026 3.80708 -0.80150 0.01 0.00 0.00 0.119
H -0.25422 1.80010 -2.01971 -0.01 -0.03 0.01 0.075
H 0.53833 -0.16208 1.53257 0.00 0.02 -0.04 0.090
H -1.18628 1.46879 7.73909 0.00 -0.01 0.00 0.111
H -1.19090 -0.01649 9.68562 0.00 0.00 -0.01 0.118
Cl 3.70166 0.26228 0.26618 0.01 0.01 0.00 0.258
Si 4.44304 0.06744 -1.64890 -0.15 -0.21 -0.02 -0.970
Cl 6.29145 0.91659 -1.66393 0.00 0.08 0.00 0.325
Cl 4.69358 -1.95389 -1.95184 0.02 0.07 0.04 0.269
C 3.05067 -1.66061 -5.37768 -0.04 -0.10 -0.01 -0.228
Si 3.76042 0.04968 -5.18774 -0.03 -0.15 0.05 0.253
C 3.12507 1.17948 -6.51936 -0.08 0.13 -0.02 -0.217
C 5.61728 0.01168 -5.16768 0.11 0.01 0.09 -0.218
As 2.82748 0.79698 -3.12140 0.04 0.25 -0.02 0.684
Si 3.11459 3.16942 -3.12322 -0.02 -0.08 0.08 0.265
C 4.76713 3.65773 -3.81422 0.11 -0.05 -0.08 -0.211
C 2.93910 3.78253 -1.36947 0.01 -0.04 0.12 -0.202
C 1.69414 3.76560 -4.17008 -0.08 0.01 -0.08 -0.217
H 3.39655 -2.12568 -6.30482 -0.01 0.01 0.02 0.043
H 1.95840 -1.63102 -5.40181 0.02 -0.01 -0.02 0.031
H 3.36015 -2.29855 -4.54671 -0.02 0.00 -0.04 0.002
H 3.38603 0.75443 -7.49244 -0.01 0.02 0.01 0.044
H 3.57022 2.17454 -6.45944 -0.02 -0.02 -0.03 0.020
H 2.03891 1.28321 -6.47768 0.01 0.00 -0.03 0.035
H 5.98369 -0.10939 -6.19068 0.00 -0.03 0.01 0.044
H 5.98477 -0.82821 -4.57365 0.02 0.04 -0.02 0.021
H 6.04869 0.92727 -4.76137 0.01 0.01 -0.04 0.011
H 5.56987 3.25573 -3.19410 0.02 0.04 -0.02 0.002
H 4.85730 4.74740 -3.81917 -0.01 -0.01 -0.01 0.044
H 4.91502 3.30022 -4.83534 0.00 0.03 0.03 0.021
H 3.35000 3.08027 -0.64105 0.01 0.05 0.01 0.000
H 1.89148 3.95461 -1.11404 0.02 -0.03 0.01 0.017
H 3.47615 4.72851 -1.25878 -0.04 -0.01 0.00 0.042
H 1.84217 3.53200 -5.22541 -0.02 0.01 0.00 0.019
H 1.57323 4.84815 -4.07704 0.02 -0.02 0.00 0.043
H 0.76278 3.29165 -3.84953 -0.01 0.06 -0.02 0.018


Record 2
73
Properties=species:S:1:pos:R:3:forces:R:3:lowdin_charge:R:1 method="wB97M-V/def2-TZVPD" charge=+2 total_energy_ha=-4336.971312 relative_energy_ev=1.114
Pt -0.62314 1.19637 0.51135 1.05 -0.23 -0.41 0.731
C -4.20168 -0.14838 1.15053 0.00 0.00 -0.09 -0.048
C -3.86888 -1.44390 0.47288 -0.03 0.02 -0.01 -0.249
C -4.68898 -2.54478 0.69217 0.03 -0.07 -0.02 -0.014
C -4.47603 -3.75095 0.04434 0.02 0.03 0.03 -0.023
C -3.42150 -3.88988 -0.84753 0.00 0.00 -0.03 -0.043
C -2.57365 -2.82319 -1.06980 0.09 -0.01 0.01 -0.076
C -2.78871 -1.60132 -0.41706 0.14 0.02 0.41 -0.290
P -1.71939 -0.23811 -0.86889 -1.21 -0.13 -0.10 0.996
C -0.37443 -0.83539 -1.87004 0.31 0.13 0.32 -0.332
C -0.32021 -0.45527 -3.21605 0.02 0.08 -0.01 -0.049
C 0.69331 -0.92695 -4.02729 0.02 -0.04 0.03 -0.034
C 1.66132 -1.76522 -3.48963 -0.04 0.04 0.05 -0.015
C 1.61316 -2.13346 -2.14984 0.03 0.00 -0.05 -0.017
C 0.61184 -1.67424 -1.30899 0.05 0.00 0.00 -0.285
C 0.60163 -2.09497 0.13659 -0.11 0.03 0.00 -0.038
C -2.74716 0.88513 -1.81793 0.16 -0.06 0.22 -0.323
C -3.86005 0.51197 -2.54463 -0.12 0.01 -0.03 -0.034
C -4.69224 1.50769 -3.06018 0.04 -0.06 0.03 -0.022
C -4.46122 2.83895 -2.75310 0.20 0.01 0.20 -0.015
C -3.34855 3.20256 -1.98779 -0.17 0.08 -0.46 0.009
C -2.44970 2.22760 -1.59282 0.19 0.55 -0.02 -0.314
C -1.15870 2.59715 -0.98930 0.08 -0.97 0.80 -0.131
H -4.74985 -0.32712 2.07352 0.01 0.01 0.01 0.098
H -4.83672 0.46752 0.50844 0.01 0.02 -0.02 0.102
H -3.31448 0.43482 1.38729 -0.07 -0.03 0.03 -0.028
H -5.51378 -2.44930 1.38587 -0.03 0.01 0.00 0.128
H -5.13481 -4.58633 0.23648 -0.02 -0.02 0.00 0.124
H -3.25956 -4.82320 -1.36767 0.01 -0.02 0.00 0.121
H -1.74932 -2.93693 -1.76118 0.00 0.00 -0.01 0.112
H -1.07766 0.19653 -3.63035 -0.02 0.01 0.00 0.114
H 0.72387 -0.64999 -5.07096 0.02 0.02 -0.02 0.123
H 2.46495 -2.12977 -4.11447 0.00 -0.03 -0.02 0.124
H 2.37133 -2.79434 -1.75066 0.04 0.00 0.01 0.125
H 1.52526 -2.60907 0.39361 0.02 0.04 0.02 0.091
H -0.22548 -2.77437 0.35093 0.00 -0.01 0.00 0.086
H 0.49751 -1.23830 0.81512 0.06 -0.06 0.01 0.042
H -4.09883 -0.53412 -2.69379 -0.01 0.01 -0.01 0.128
H -5.53856 1.23235 -3.67335 -0.05 -0.01 0.04 0.124
H -5.14458 3.60031 -3.10158 -0.01 0.02 0.00 0.125
H -3.15688 4.24205 -1.75662 -0.02 0.04 -0.04 0.131
H -1.06863 3.61532 -0.62999 0.09 0.04 0.00 0.082
H -0.24019 2.19644 -1.44822 -0.18 0.59 -0.68 0.054
C 5.22360 -0.79313 1.18915 0.05 0.03 0.05 -0.069
C 5.96206 0.18385 0.27933 -0.07 -0.08 -0.06 -0.400
C 6.06574 -0.35130 -1.14736 0.03 -0.01 0.04 -0.065
C 5.33128 1.57950 0.30881 0.03 -0.01 -0.02 -0.079
N 3.86511 1.54087 0.16590 0.28 0.08 0.03 -0.078
C 2.92442 1.52818 1.10202 -0.15 -0.01 0.06 -0.105
N 1.75698 1.44412 0.49839 0.11 -0.07 0.00 -0.063
N 2.02252 1.40080 -0.83165 -0.09 0.08 0.04 -0.018
N 3.27843 1.46082 -1.03092 0.04 -0.04 -0.13 0.105
H 5.79388 -1.71502 1.28734 0.00 -0.02 -0.01 0.091
H 4.24648 -1.05797 0.77488 -0.02 0.00 0.00 0.068
H 5.08010 -0.39315 2.19574 -0.01 0.00 0.02 0.082
H 6.97059 0.32626 0.67617 0.00 -0.01 -0.02 0.145
H 5.10726 -0.28824 -1.66686 -0.01 -0.04 0.01 0.061
H 6.37672 -1.39511 -1.13814 0.03 -0.02 0.00 0.086
H 6.80049 0.20671 -1.72663 -0.03 0.05 -0.03 0.088
H 5.70192 2.19267 -0.51085 -0.01 0.05 0.05 0.138
H 5.53813 2.08592 1.25086 -0.07 0.01 -0.01 0.137
H 3.10169 1.59047 2.16116 0.01 -0.01 0.04 0.151
Se -1.67105 2.36304 2.22910 -0.91 0.21 -0.12 0.871
C -0.75230 1.61911 3.72204 0.08 -0.14 -0.23 -0.618
C -0.68229 0.25129 3.94534 0.05 0.02 -0.01 -0.113
C -0.05802 -0.17262 5.10919 0.15 -0.06 0.08 -0.120
N 0.47242 0.65647 6.00417 -0.04 -0.05 -0.12 0.090
C 0.38835 1.96067 5.76721 -0.03 0.08 0.11 -0.112
C -0.21438 2.50714 4.63940 0.13 -0.11 0.03 -0.102
H -1.10214 -0.46578 3.25138 -0.09 -0.01 0.04 0.092
H 0.01913 -1.23038 5.33205 -0.01 -0.01 0.00 0.119
H 0.82589 2.61235 6.51442 -0.01 0.01 0.00 0.122
H -0.25365 3.57851 4.49895 0.02 0.02 -0.01 0.108


Record 3
14
Properties=species:S:1:pos:R:3:forces:R:3:lowdin_charge:R:1 method="wB97M-V/def2-TZVPD" total_energy_ha=-341.541265 relative_energy_ev=4.933
C 1.13656 1.29245 0.11061 -1.68 2.08 0.18 -0.041
C 0.08352 1.96537 0.04475 1.50 0.09 0.00 -0.044
C 1.92668 0.23949 0.03432 -1.03 -2.13 -0.31 -0.251
C 0.05430 -0.84790 0.04663 1.91 0.29 -0.16 -0.175
C -1.24669 1.40483 -0.17459 -0.17 -0.56 0.10 -0.211
C -1.22076 -0.11861 0.20357 -0.48 0.40 0.01 -0.152
N 2.97101 -0.36883 -0.10528 0.69 0.56 0.08 0.160
N 0.46167 -2.00750 -0.00967 0.21 -0.33 0.00 0.115
H -2.02632 1.91621 0.38839 -0.05 -0.06 -0.08 0.103
H -1.46700 1.52564 -1.23936 -0.10 0.02 0.08 0.116
H -1.98369 -0.62584 -0.39089 0.04 -0.12 0.13 0.121
H -1.48096 -0.19410 1.26372 -0.06 -0.07 -0.08 0.128
H 2.95792 -1.37263 -0.22208 -0.49 -0.39 0.10 0.059
H -0.16626 -2.80859 0.04989 -0.28 0.22 -0.05 0.073


| no. | LUMO level (eV) | frontier orbital gap (eV) |
| --- | --- | --- |
| 1 | -3.17 | 6.630 |
| 2 | -8.50 | 5.738 |
| 3 | 0.36 | 8.098 |